# 1
C30H49BrClF8N4O8PS3 | ωB97M-V/def2-TZVPD

Calculated values
Energy (Ha): -7362.207974
Orbital gap (eV): 8.41
HOMO (eV): -8.17

```
! RIJCOSX wB97M-V def2-TZVPD def2/J DEFGRID3
* xyz 0 1
C 1.165 3.365 1.996
C 0.972 2.989 0.530
C 1.499 1.604 0.093
C 0.805 0.565 1.022
C 0.939 -0.931 0.743
C 2.220 -1.532 1.334
C 2.851 -2.562 0.419
S 4.331 -3.296 1.190
O -0.522 1.007 1.388
C -1.684 0.645 0.776
Br -2.711 2.381 0.697
C -2.489 -0.352 1.583
C -3.983 -0.423 1.333
O -4.665 0.286 2.359
C -5.793 0.981 1.946
C -7.053 0.118 1.888
F -7.682 0.171 3.090
F -6.784 -1.173 1.647
C -8.085 0.612 0.852
F -9.129 -0.226 0.881
F -8.522 1.829 1.236
C -7.553 0.696 -0.610
F -6.502 -0.121 -0.766
F -8.523 0.264 -1.428
C -7.160 2.151 -1.036
F -8.053 2.609 -1.924
F -5.948 2.111 -1.620
O -1.530 0.290 -0.587
C -1.999 -0.852 -0.927
N -2.468 -1.843 -1.245
N 1.175 1.436 -1.325
O 1.858 0.291 -1.844
C 1.249 -0.177 -3.032
C 1.417 -1.695 -3.226
N 2.102 -2.380 -2.128
C 1.803 -3.810 -2.140
C 2.496 -4.529 -1.002
C 1.589 -4.692 0.187
O 2.873 -5.816 -1.508
C 1.361 2.543 -2.214
C 2.550 2.789 -2.888
C 2.609 3.867 -3.755
N 1.600 4.702 -3.997
C 0.456 4.444 -3.367
C 0.294 3.383 -2.495
P 3.339 1.739 0.609
O 3.715 3.140 -0.138
Cl 4.394 0.447 -0.619
H 0.761 2.645 2.694
H 0.598 4.278 2.151
H 2.191 3.615 2.224
H -0.067 3.072 0.250
H 1.499 3.753 -0.024
H 1.348 0.695 1.950
H 0.793 -1.229 -0.289
H 0.132 -1.397 1.301
H 1.964 -2.063 2.244
H 2.936 -0.774 1.633
H 3.100 -2.150 -0.543
H 2.163 -3.392 0.325
H 5.264 -2.571 0.570
H -2.353 -0.047 2.612
H -2.081 -1.353 1.501
H -4.282 -1.465 1.371
H -4.258 -0.081 0.342
H -5.636 1.493 0.999
H -5.995 1.749 2.682
H -7.123 2.843 -0.203
H 1.667 0.326 -3.900
H 0.194 0.074 -3.030
H 1.951 -1.859 -4.164
H 0.442 -2.139 -3.349
H 3.098 -2.293 -2.282
H 0.736 -3.958 -2.062
H 2.124 -4.277 -3.074
H 3.403 -3.993 -0.719
H 0.719 -5.279 -0.069
H 1.229 -3.732 0.548
H 2.098 -5.178 1.011
H 2.998 -6.395 -0.753
H 3.396 2.140 -2.752
H 3.532 4.059 -4.276
H -0.387 5.085 -3.562
H -0.662 3.206 -2.031
H 4.190 2.939 -0.954
C 0.979 -6.906 4.427
S 0.333 -7.777 2.995
O 0.078 -6.753 1.949
C -1.256 -8.186 3.724
H 1.963 -6.523 4.166
H 0.315 -6.080 4.681
H 1.067 -7.600 5.264
H -1.765 -7.271 4.026
H -1.104 -8.843 4.580
H -1.843 -8.702 2.967
C 4.223 8.230 -1.452
S 5.290 6.809 -1.710
O 4.502 5.803 -2.468
C 5.300 6.263 -0.001
H 4.048 8.691 -2.421
H 3.276 7.900 -1.024
H 4.719 8.940 -0.791
H 4.278 6.070 0.327
H 5.775 7.013 0.632
H 5.873 5.340 0.038
*
```

=====

# 2
C30H49BrFN12 | ωB97M-V/def2-TZVPD

Calculated values
Energy (Ha): -4503.159617
Orbital gap (eV): 9.90
HOMO (eV): -12.43

```
! RIJCOSX wB97M-V def2-TZVPD def2/J DEFGRID3
* xyz 1 1
F 0.914 1.641 -0.495
C 1.776 1.137 -1.475
C 2.058 2.194 -2.504
C 0.849 2.711 -3.340
C -0.505 2.023 -3.131
C -1.306 2.027 -4.438
C -2.768 1.562 -4.229
C -3.056 1.056 -2.831
N -2.617 2.018 -1.765
C -1.320 2.750 -2.069
Br -1.874 4.545 -2.552
H 1.336 0.235 -1.899
H 2.698 0.826 -0.987
H 2.498 3.047 -1.984
H 2.837 1.824 -3.169
H 1.104 2.592 -4.392
H 0.738 3.783 -3.190
H -0.397 0.973 -2.855
H -0.849 1.328 -5.133
H -1.257 3.005 -4.911
H -3.445 2.372 -4.497
H -2.967 0.733 -4.907
H -2.605 0.086 -2.634
H -4.130 0.926 -2.706
H -2.538 1.561 -0.854
H -3.355 2.725 -1.660
H -0.783 2.868 -1.137
C 0.792 1.650 2.615
C 1.413 1.191 3.846
N 1.966 0.832 4.784
H 0.825 2.736 2.547
H 1.319 1.232 1.760
H -0.251 1.343 2.566
C -1.060 3.172 -8.866
C -0.650 2.031 -8.061
N -0.319 1.134 -7.426
H -1.625 2.839 -9.734
H -1.686 3.846 -8.283
H -0.188 3.723 -9.212
C 4.400 -0.987 2.894
C 4.422 -1.526 1.543
N 4.440 -1.920 0.465
H 5.407 -0.810 3.263
H 3.853 -0.045 2.913
H 3.909 -1.675 3.575
C 3.753 -2.771 6.825
C 4.787 -2.959 5.823
N 5.585 -3.104 5.009
H 3.395 -3.741 7.164
H 4.128 -2.211 7.680
H 2.905 -2.234 6.403
C 3.774 -6.167 3.549
C 2.840 -5.524 4.458
N 2.116 -5.000 5.179
H 4.091 -7.127 3.942
H 3.306 -6.332 2.582
H 4.656 -5.546 3.404
C -7.028 2.070 -3.733
C -6.025 2.990 -3.224
N -5.239 3.727 -2.823
H -7.841 2.612 -4.213
H -6.592 1.394 -4.468
H -7.452 1.468 -2.932
C -3.284 4.984 1.111
C -2.758 3.732 1.622
N -2.361 2.732 2.025
H -3.912 4.785 0.241
H -3.882 5.509 1.853
H -2.473 5.641 0.806
C 1.246 4.983 0.366
C 0.315 5.929 0.956
N -0.427 6.666 1.428
H 2.085 4.795 1.035
H 0.758 4.032 0.164
H 1.646 5.369 -0.571
C 6.625 -6.233 6.780
C 6.661 -6.731 5.415
N 6.689 -7.108 4.332
H 7.632 -6.014 7.130
H 6.036 -5.319 6.827
H 6.179 -6.973 7.443
C 2.288 -9.309 0.727
C 2.107 -8.962 2.128
N 1.965 -8.692 3.234
H 2.022 -10.350 0.558
H 1.658 -8.684 0.097
H 3.326 -9.165 0.432
C -8.875 0.434 0.084
C -8.894 -0.098 -1.271
N -8.918 -0.524 -2.337
H -8.351 -0.247 0.751
H -8.376 1.401 0.109
H -9.891 0.563 0.452
*
```

=====

# 3
C30H49CuN2P2 | ωB97M-V/def2-TZVPD

Calculated values
Energy (Ha): -3605.243696
Orbital gap (spin up / spin down) (eV): 6.25 / 5.82
HOMO (spin up / spin down) (eV): -3.37 / -2.95

```
! RIJCOSX wB97M-V def2-TZVPD def2/J DEFGRID3
* xyz -1 2
Cu -0.267 0.238 1.205
C -0.579 -1.700 -3.888
C -1.597 -2.269 -2.903
C -1.378 -3.773 -2.732
P -1.454 -1.415 -1.249
C -3.004 -2.080 -0.417
C -3.877 -1.008 0.231
C -2.571 -3.085 0.657
C -1.941 0.290 -1.753
C -3.087 0.554 -2.500
C -3.481 1.838 -2.847
C -4.747 2.089 -3.625
C -2.680 2.890 -2.407
C -1.534 2.660 -1.669
C -1.122 1.360 -1.339
N 0.020 1.094 -0.582
C 1.241 1.511 -0.990
C 1.486 2.303 -2.145
C 2.762 2.664 -2.527
C 3.894 2.274 -1.814
C 5.286 2.666 -2.240
C 3.672 1.468 -0.705
C 2.406 1.072 -0.274
P 2.123 -0.177 1.030
C 3.005 -1.696 0.426
C 4.522 -1.773 0.546
C 2.548 -1.979 -1.006
C 3.072 0.360 2.546
C 4.423 1.060 2.385
C 2.169 1.243 3.410
H -0.654 -2.207 -4.855
H -0.725 -0.631 -4.050
H 0.441 -1.842 -3.517
H -2.607 -2.108 -3.297
H -0.391 -3.969 -2.302
H -2.122 -4.227 -2.074
H -1.432 -4.284 -3.698
H -3.583 -2.600 -1.191
H -3.287 -0.406 0.927
H -4.343 -0.349 -0.502
H -4.671 -1.492 0.811
H -2.101 -2.546 1.485
H -3.440 -3.628 1.043
H -1.853 -3.817 0.280
H -3.711 -0.279 -2.818
H -5.026 1.211 -4.210
H -5.589 2.324 -2.968
H -4.631 2.927 -4.315
H -2.968 3.912 -2.639
H -0.941 3.496 -1.318
H 0.653 2.621 -2.755
H 2.884 3.274 -3.419
H 5.253 3.426 -3.023
H 5.865 3.079 -1.410
H 5.852 1.817 -2.637
H 4.540 1.117 -0.159
H 2.577 -2.481 1.061
H 5.014 -1.029 -0.084
H 4.868 -1.640 1.571
H 4.863 -2.758 0.209
H 2.998 -1.268 -1.703
H 2.840 -2.991 -1.305
H 1.462 -1.892 -1.098
H 3.227 -0.588 3.077
H 4.296 2.013 1.868
H 4.835 1.277 3.376
H 5.163 0.476 1.840
H 2.044 2.225 2.942
H 1.171 0.823 3.529
H 2.618 1.397 4.396
C -1.201 -0.838 4.808
C -1.894 0.172 3.880
C -1.633 1.598 4.408
C -3.412 -0.089 3.941
N -1.408 -0.046 2.566
H -1.596 -0.760 5.827
H -0.124 -0.661 4.841
H -1.368 -1.851 4.436
H -1.999 1.742 5.432
H -2.134 2.318 3.756
H -0.563 1.814 4.383
H -3.811 0.055 4.952
H -3.620 -1.110 3.614
H -3.933 0.594 3.265
*
```

=====

# 4
C30H49F2N4O3SSi | ωB97M-V/def2-TZVPD

Calculated values
Energy (Ha): -2503.850338
Orbital gap (eV): 6.68
Structure (SMILES): C=C[C@]1(CCCC)C[N@H+](C(F)(F)CC[Si](C)(C)c2ccccc2)[C@@](N=C=S)(NCCC)[C@](C)(CON=O)[C@H]1COC
HOMO (eV): -10.23

```
! RIJCOSX wB97M-V def2-TZVPD def2/J DEFGRID3
* xyz 1 1
C 1.377 4.195 1.273
C 1.624 3.446 0.057
C 1.013 1.966 -0.245
C -0.541 1.988 -0.629
C -1.521 2.706 0.414
C -2.116 4.083 -0.223
C -3.288 4.556 0.812
C 1.287 1.203 1.172
N 1.139 -0.304 1.046
C 0.815 -1.028 2.290
F 1.690 -2.019 2.774
F 0.593 -0.194 3.449
C -0.622 -1.784 2.104
C -1.850 -0.929 2.731
Si -3.481 -1.802 2.115
C -4.845 -1.768 3.499
C -3.215 -3.658 1.698
C -4.011 -0.766 0.560
C -3.699 -1.276 -0.871
C -4.109 -0.367 -2.061
C -4.790 0.980 -1.738
C -5.142 1.486 -0.326
C -4.734 0.580 0.877
C 2.200 -0.918 0.120
N 3.572 -0.420 0.346
C 4.067 -0.567 1.515
S 4.567 -0.628 3.101
N 1.998 -2.350 -0.086
C 3.116 -3.281 -0.058
C 3.155 -4.312 1.210
C 4.272 -5.409 0.872
C 1.927 -0.326 -1.401
C 0.673 -1.028 -2.117
C 3.193 -0.683 -2.370
O 2.755 -1.094 -3.712
N 3.761 -0.794 -4.587
O 3.424 -1.009 -5.704
C 1.887 1.300 -1.430
C 1.568 1.870 -2.891
O 1.650 3.307 -3.024
C 2.938 3.599 -3.670
H 2.069 4.259 2.175
H 0.405 4.820 1.297
H 2.346 3.944 -0.697
H -0.918 0.897 -0.747
H -0.762 2.476 -1.652
H -1.065 3.005 1.411
H -2.425 2.030 0.575
H -2.501 3.947 -1.286
H -1.331 4.930 -0.171
H -4.133 5.121 0.295
H -3.664 3.610 1.334
H -2.855 5.242 1.630
H 0.524 1.684 1.867
H 2.313 1.537 1.524
H 0.265 -0.375 0.464
H -0.802 -2.130 1.031
H -0.577 -2.748 2.739
H -1.779 -0.936 3.882
H -1.778 0.120 2.282
H -4.953 -2.816 3.973
H -4.548 -1.072 4.358
H -5.874 -1.482 3.095
H -2.194 -4.075 1.998
H -3.994 -4.334 2.218
H -3.326 -3.895 0.571
H -3.181 -2.296 -0.989
H -3.860 -0.743 -3.106
H -5.057 1.654 -2.616
H -5.637 2.481 -0.085
H -4.926 0.865 1.966
H 1.076 -2.719 0.141
H 4.171 -2.871 -0.134
H 3.004 -3.991 -0.970
H 2.129 -4.728 1.473
H 3.577 -3.673 2.078
H 4.483 -6.144 1.716
H 5.266 -4.848 0.689
H 4.020 -5.911 -0.127
H -0.283 -1.052 -1.460
H 0.858 -2.135 -2.387
H 0.351 -0.537 -3.095
H 3.870 -1.496 -1.965
H 3.866 0.238 -2.548
H 2.976 1.623 -1.198
H 2.190 1.422 -3.735
H 0.473 1.588 -3.136
H 3.282 4.670 -3.479
H 3.779 2.912 -3.292
H 2.834 3.383 -4.799
*
```

=====

# 5
C30H49FN5O3 | ωB97M-V/def2-TZVPD

Calculated values
Energy (Ha): -1771.677648
Orbital gap (eV): 5.87
HOMO (eV): -3.68

```
! RIJCOSX wB97M-V def2-TZVPD def2/J DEFGRID3
* xyz -1 1
C -2.355 2.557 -0.824
C -2.267 1.362 -0.795
N -2.308 -0.023 -0.902
C -3.552 -0.414 -0.170
C -3.174 -0.880 1.263
C -3.416 -0.102 2.359
C -2.378 -0.327 -2.357
C -1.010 0.119 -3.001
C 0.258 -0.401 -2.243
C 1.331 0.680 -1.945
C 1.023 1.586 -0.731
O 0.485 0.902 0.384
C 1.420 0.018 0.984
C -3.488 0.500 -3.119
O -3.175 1.256 -4.057
O -4.686 0.360 -2.791
C -2.502 -1.847 -2.682
C -1.837 -2.790 -1.659
F -3.836 -2.270 -2.808
H -2.750 3.550 -0.904
H -4.091 -1.255 -0.626
H -4.262 0.412 -0.051
H -2.683 -1.864 1.346
H -2.946 0.885 2.421
H -4.046 -0.503 3.167
H -0.953 1.205 -3.141
H -0.991 -0.320 -4.010
H 0.751 -1.140 -2.906
H 0.043 -0.930 -1.306
H 1.489 1.260 -2.873
H 2.281 0.158 -1.719
H 1.906 2.172 -0.400
H 0.252 2.306 -1.050
H 1.308 0.138 2.079
H 2.464 0.188 0.681
H 1.074 -1.013 0.777
H -2.036 -2.059 -3.656
H -1.906 -2.461 -0.615
H -2.245 -3.810 -1.762
H -0.763 -2.875 -1.894
C 6.494 0.198 0.772
C 6.745 1.104 -0.430
C 5.468 1.414 -1.217
C 4.873 0.171 -1.737
N 4.397 -0.795 -2.138
H 6.113 -0.778 0.465
H 7.423 0.027 1.319
H 5.774 0.645 1.460
H 7.477 0.629 -1.088
H 7.185 2.042 -0.084
H 5.692 2.074 -2.056
H 4.738 1.915 -0.579
C 1.193 -0.377 6.274
C 2.001 0.831 6.739
C 2.531 1.674 5.576
C 3.423 0.868 4.723
N 4.120 0.240 4.061
H 1.804 -1.066 5.688
H 0.811 -0.931 7.133
H 0.342 -0.069 5.664
H 2.835 0.487 7.355
H 1.371 1.459 7.373
H 3.089 2.532 5.954
H 1.706 2.049 4.968
C -6.864 0.898 4.461
C -7.455 2.262 4.122
C -7.002 2.782 2.754
C -5.536 2.931 2.725
N -4.394 3.048 2.700
H -5.776 0.938 4.526
H -7.235 0.553 5.428
H -7.136 0.154 3.709
H -7.174 2.976 4.899
H -8.546 2.192 4.130
H -7.458 3.750 2.548
H -7.302 2.092 1.964
C 4.017 -2.582 -4.677
C 3.780 -3.401 -5.941
C 2.579 -2.903 -6.752
C 1.347 -2.993 -5.945
N 0.390 -3.063 -5.312
H 3.171 -2.648 -3.994
H 4.894 -2.948 -4.142
H 4.182 -1.530 -4.915
H 3.630 -4.448 -5.667
H 4.674 -3.359 -6.569
H 2.454 -3.507 -7.652
H 2.727 -1.866 -7.058
*
```